# 1
ORCA calculation (ωB97M-V/def2-TZVPD) on a molecular structure, C2HCuF5NO5S2 in a non-equilibrium geometry.

```
17
Properties=species:S:1:pos:R:3:mulliken_charge:R:1
N 0.1368 0.1863 -0.3127 -0.06
S 1.3936 -0.5533 -1.0507 1.05
O 1.9407 0.0828 -2.2411 -0.51
O 2.3686 -0.7034 0.0937 -0.62
C 0.8357 -2.3878 -1.1072 0.66
F -0.4361 -2.4100 -1.5581 -0.21
F 1.5845 -2.9453 -2.0919 -0.19
S -0.0972 0.1534 1.4737 0.66
O 0.2947 -1.2314 1.9380 -0.47
O -1.4624 0.4985 1.8911 -0.62
Cu 1.4901 -2.3163 0.9334 0.21
C -0.7242 1.4721 -0.6727 0.66
F -1.9954 1.0821 -0.7609 -0.23
F -0.7150 2.6377 -0.0251 -0.19
F -0.3204 1.7689 -1.9086 -0.23
O -2.3398 2.7302 2.9178 -0.44
H -1.9540 1.9354 2.4814 0.52
```

## Properties
- LUMO level (alpha / beta): -1.800 / -4.100 eV
- Spin multiplicity: 3
- Orbital gap (alpha / beta): 8.040 / 5.686 eV
- HOMO energy (alpha / beta): -9.8 / -9.8 eV
- Relative energy (zero: lowest compared OMol25 entry of this formula, charge and spin): 0.0 kcal/mol
- E_tot: -3443.681811 hartree

=====

# 2
ORCA calculation (ωB97M-V/def2-TZVPD) on a molecular structure, C29H22F12I2N3NiO2S.

```
72
Properties=species:S:1:pos:R:3:mulliken_charge:R:1
Ni -0.0792 0.1269 -0.9466 -0.15
C 2.2178 6.5078 -1.3829 -1.62
C 1.6648 5.1848 -0.9192 0.27
C 0.6279 5.1092 0.0042 -1.27
C 0.1097 3.8942 0.3938 -0.56
C 0.6009 2.6629 -0.0959 0.94
N 0.0725 1.4655 0.3242 1.11
C -0.8301 1.4358 1.3913 0.39
C -0.3734 1.8729 2.6466 0.35
C -1.1922 1.9341 3.7541 -1.36
C -2.5130 1.5104 3.6842 0.46
C -3.4056 1.5129 4.8972 -1.53
C -2.9559 1.0052 2.4745 -0.53
C -2.1525 0.9488 1.3317 -0.96
C -2.7339 0.3441 0.0414 1.57
O -1.9278 0.4033 -1.0436 -1.10
C -4.0285 1.1040 -0.3709 0.62
F -3.8189 2.4249 -0.3623 -0.26
F -5.0923 0.8700 0.4354 -0.28
F -4.4264 0.7737 -1.6064 -0.25
C -3.0759 -1.1640 0.2930 0.36
F -3.9518 -1.4233 1.2834 -0.30
F -1.9513 -1.8410 0.6024 -0.13
F -3.5744 -1.7459 -0.8158 -0.30
C 1.6453 2.7362 -1.0525 -0.85
C 2.1363 3.9873 -1.4297 -0.81
C 2.2513 1.4841 -1.7181 1.18
O 1.7370 0.2675 -1.4080 -0.62
C 3.7624 1.3824 -1.3495 0.61
F 4.3412 0.3323 -1.9634 -0.29
F 3.9006 1.1935 -0.0284 -0.24
F 4.5198 2.4540 -1.6586 -0.27
C 2.1180 1.6244 -3.2804 0.65
F 2.9759 2.4812 -3.8730 -0.29
F 2.3009 0.4407 -3.9000 -0.25
F 0.8760 2.0227 -3.6068 -0.25
H 2.3770 7.1895 -0.5444 0.37
H 3.1738 6.3749 -1.8911 0.38
H 1.5392 7.0046 -2.0824 0.29
H 0.1997 6.0184 0.4159 0.35
H -0.7210 3.8807 1.0858 0.42
H 0.6610 2.1896 2.7141 0.50
H -0.7919 2.2915 4.6975 0.40
H -3.0810 2.2587 5.6242 0.39
H -4.4407 1.7280 4.6276 0.39
H -3.3902 0.5386 5.3954 0.24
H -3.9734 0.6453 2.4202 0.45
H 2.9263 4.0381 -2.1652 0.33
I -0.8132 -1.7821 3.8164 0.19
I 0.2754 -0.8022 6.0028 -0.17
S 2.2690 -3.4217 1.7772 -0.26
C 2.8584 -1.8308 2.0308 -0.48
C 2.0632 -0.9389 1.3879 -0.75
N 1.0042 -1.4835 0.7111 0.88
C 0.9859 -2.7709 0.8396 -0.49
H 3.7457 -1.6328 2.6084 0.45
H 2.1973 0.1306 1.3466 0.27
H 0.2375 -3.4076 0.3887 0.30
N -0.3457 -1.2040 -2.4404 -0.16
C 0.2471 -2.4968 -2.3776 0.16
C -0.5565 -3.6149 -2.1899 -0.55
C 0.0227 -4.8675 -2.0401 -0.65
C 1.4021 -5.0083 -2.0830 -0.54
C 2.1978 -3.8849 -2.2789 -0.63
C 1.6306 -2.6293 -2.4237 0.22
H -1.3580 -1.2188 -2.5268 0.48
H 0.0404 -0.6480 -3.1982 0.32
H -1.6334 -3.4955 -2.1442 0.40
H -0.6090 -5.7341 -1.8879 0.38
H 1.8555 -5.9837 -1.9611 0.38
H 3.2759 -3.9840 -2.3003 0.41
H 2.2370 -1.7368 -2.5161 0.26
```

## Properties
- LUMO level: 0.791 eV
- Orbital gap: 4.822 eV
- HOMO energy: -4.0 eV
- E_tot: -5133.562733 hartree
- Charge: -1